(1)
15
Properties=species:S:1:pos:R:3:lowdin_charge:R:1 method="wB97M-V/def2-TZVPD" de_lowest_ev=2.3931 smiles="[H]/N=C(/C)NCC=O" spin_multiplicity=1 homo_lumo_gap_ev=9.32
O 1.335 0.533 2.687 0.072
N -0.047 1.897 -1.545 0.106
N 0.082 0.498 0.330 -0.021
C -0.667 -0.386 -1.833 -0.041
C 1.050 -0.475 2.114 -0.210
C -0.144 0.754 -1.014 -0.509
C -0.096 -0.756 0.973 -0.136
H -1.070 -0.918 1.444 0.119
H 0.056 -1.200 -1.853 0.074
H 1.250 -1.478 2.543 0.109
H 0.216 1.322 0.905 0.126
H 0.250 -1.636 0.420 0.112
H -1.602 -0.763 -1.419 0.082
H 0.244 2.639 -0.912 0.040
H -0.858 -0.032 -2.841 0.077


(2)
15
Properties=species:S:1:pos:R:3:lowdin_charge:R:1 method="wB97M-V/def2-TZVPD" de_lowest_ev=1.9079 smiles=CN[C@H](C#N)CO spin_multiplicity=1 homo_lumo_gap_ev=11.12
O 2.294 0.816 0.395 -0.058
N -0.339 0.235 0.840 -0.080
N -1.055 -2.028 -1.524 0.165
C -0.390 -1.157 -1.164 -0.189
C 0.285 -0.044 -0.506 -0.325
C -1.753 0.574 0.764 -0.130
C 1.772 -0.297 -0.271 -0.245
H 1.603 1.083 1.025 0.079
H -2.180 1.047 1.652 0.078
H 0.186 0.842 -1.152 0.158
H 2.318 -0.430 -1.212 0.132
H -2.460 -0.224 0.505 0.075
H 1.882 -1.230 0.307 0.127
H -1.855 1.296 -0.072 0.091
H -0.263 -0.600 1.420 0.123


(3)
15
Properties=species:S:1:pos:R:3:lowdin_charge:R:1 method="wB97M-V/def2-TZVPD" de_lowest_ev=5.5332 spin_multiplicity=1 homo_lumo_gap_ev=9.80
O -1.955 -0.402 -0.418 -0.129
N 1.454 -0.775 0.071 0.003
N 2.449 0.188 -0.104 -0.046
C -0.939 -1.169 0.096 -0.258
C 0.345 -0.331 -0.034 -0.387
C -0.074 1.158 -0.220 -0.129
C -1.476 0.948 0.366 -0.090
H -0.675 -2.178 -0.315 0.146
H -1.533 0.405 1.538 0.181
H -2.094 1.844 0.190 0.106
H 2.327 1.164 0.263 0.066
H 0.495 1.983 0.375 0.123
H -0.821 -1.061 1.270 0.129
H 3.443 -0.061 0.322 0.124
H 0.034 1.591 -1.327 0.163